Record 1
Computed, not measured: C4H7N3 in the gas phase at a distorted geometry, with wB97M-V/def2-TZVPD.

The geometry in XYZ format:
```
14
C4H7N3 (wB97M-V/def2-TZVPD)
N -2.064 -1.269 0.689
N -0.802 -1.532 0.022
C -0.225 -0.344 0.061
C 1.368 -0.522 -0.240
C 1.655 0.974 -0.608
C 0.581 1.600 -0.335
N -0.614 0.966 0.159
H -2.612 -2.289 0.375
H -1.981 -1.059 1.770
H 1.629 -0.803 0.809
H 1.741 -1.437 -0.768
H 2.271 1.592 -1.211
H 0.611 2.675 -0.854
H -1.559 1.445 0.129
```

Values from the calculation:
2S+1: 1
Gap between HOMO and LUMO: 8.75 eV
Relative energy (zero: lowest compared OMol25 entry of this formula, charge and spin): 105.9 kcal/mol
HOMO level: -7.80 eV



Record 2
Computed, not measured: C4H7N3 in the gas phase at a distorted geometry, with wB97M-V/def2-TZVPD.

The geometry in XYZ format:
```
14
C4H7N3 (wB97M-V/def2-TZVPD)
C 1.558 1.165 -0.160
C 0.683 0.390 -1.139
N -0.647 0.132 -0.620
C -0.888 -0.807 0.197
N -2.190 -1.123 0.517
C 0.118 -1.665 0.828
N 0.932 -2.293 1.359
H 1.827 0.551 0.705
H 1.034 2.057 0.197
H 2.479 1.477 -0.662
H 1.190 -0.538 -1.439
H 0.545 0.988 -2.044
H -2.804 -0.410 0.141
H -2.397 -1.424 1.459
```

Values from the calculation:
2S+1: 1
Gap between HOMO and LUMO: 10.35 eV
Relative energy (zero: lowest compared OMol25 entry of this formula, charge and spin): 12.1 kcal/mol
HOMO level: -9.77 eV



Record 3
Computed, not measured: 2 unconnected molecules or ions with the total composition C4H7N3 at a distorted geometry, with wB97M-V/def2-TZVPD.

The geometry in XYZ format:
```
14
C4H7N3 (wB97M-V/def2-TZVPD)
C -0.938 -1.232 2.173
N -1.186 -1.361 0.735
C 1.517 -0.514 -0.508
C 1.256 0.456 -1.173
C 0.949 1.626 -1.997
N -1.804 0.582 -0.451
N -1.511 -0.319 0.171
H -0.383 -0.319 2.420
H -0.343 -2.096 2.472
H -1.879 -1.246 2.735
H 1.721 -1.388 0.069
H 0.021 1.474 -2.556
H 0.822 2.519 -1.378
H 1.758 1.816 -2.710
```

Values from the calculation:
2S+1: 1
Gap between HOMO and LUMO: 10.41 eV
Relative energy (zero: lowest compared OMol25 entry of this formula, charge and spin): 88.9 kcal/mol
HOMO level: -9.43 eV



Record 4
Computed, not measured: 2 unconnected molecules or ions with the total composition C4H7N3 at a distorted geometry, with wB97M-V/def2-TZVPD.

The geometry in XYZ format:
```
14
C4H7N3 (wB97M-V/def2-TZVPD)
C 2.012 -0.033 -0.244
C 0.798 0.969 0.207
C -1.664 0.341 0.064
C 0.713 -0.548 0.566
H 3.028 0.224 0.188
H 2.199 -0.363 -1.459
H 0.998 1.542 1.033
H -1.162 2.193 0.645
H -2.657 0.755 0.529
H -0.063 -2.317 -0.366
H 0.839 -1.030 1.659
N -0.488 1.324 -0.537
N -1.467 -0.885 -0.053
N -0.093 -1.207 -0.237
```

Values from the calculation:
2S+1: 1
Gap between HOMO and LUMO: 8.25 eV
Relative energy (zero: lowest compared OMol25 entry of this formula, charge and spin): 190.0 kcal/mol
HOMO level: -8.43 eV



Record 5
Computed, not measured: C4H7N3 in the gas phase at a distorted geometry, with wB97M-V/def2-TZVPD.

The geometry in XYZ format:
```
14
C4H7N3 (wB97M-V/def2-TZVPD)
C 0.605 0.967 -0.622
N 0.241 1.933 0.231
C -0.230 -0.103 -0.944
C 1.431 -0.389 -0.195
C -2.051 -0.880 0.294
N -1.588 -0.103 -0.592
N 1.388 -0.982 0.939
H -0.731 2.049 0.487
H 0.944 2.575 0.559
H 2.255 -1.478 1.137
H -0.018 -0.729 -1.807
H 2.292 -0.477 -0.866
H -1.423 -1.558 0.876
H -3.117 -0.825 0.503
```

Values from the calculation:
2S+1: 1
Gap between HOMO and LUMO (alpha / beta): 8.49 / 8.49 eV
Relative energy (zero: lowest compared OMol25 entry of this formula, charge and spin): 99.0 kcal/mol
HOMO level (alpha / beta): -7.58 / -7.58 eV



Record 6
Computed, not measured: a molecular structure, C4H7N3, with wB97M-V/def2-TZVPD.

The geometry in XYZ format:
```
14
C4H7N3 (wB97M-V/def2-TZVPD)
C 0.769 0.338 -1.047
C 1.159 0.306 0.420
N 0.118 -0.452 1.105
C -1.149 -0.227 0.655
N -2.225 -0.468 1.285
C -1.138 0.368 -0.725
N -1.880 0.853 -1.566
H -0.475 0.868 -1.646
H 0.964 -0.608 -1.560
H 1.250 1.168 -1.581
H 1.246 1.329 0.817
H 2.121 -0.193 0.569
H 0.207 -0.635 2.094
H -3.024 -0.229 0.695
```

Values from the calculation:
2S+1: 1
Gap between HOMO and LUMO: 9.26 eV
Relative energy (zero: lowest compared OMol25 entry of this formula, charge and spin): 101.5 kcal/mol
HOMO level: -8.54 eV



Record 7
Computed, not measured: C4H7N3 in the gas phase at a distorted geometry, with wB97M-V/def2-TZVPD.

The geometry in XYZ format:
```
14
C4H7N3 (wB97M-V/def2-TZVPD)
C -1.838 0.059 -0.408
C -0.932 -0.373 0.741
N 0.354 0.307 0.754
C 1.356 -0.079 -0.089
N 1.304 -1.067 -0.877
C 2.923 1.602 -0.380
N 2.605 0.638 0.251
H -1.368 -0.177 -1.369
H -2.035 1.137 -0.369
H -2.798 -0.465 -0.356
H -0.728 -1.448 0.683
H -1.406 -0.180 1.712
H 0.381 1.264 1.076
H 2.181 -1.217 -1.368
```

Values from the calculation:
2S+1: 1
Gap between HOMO and LUMO: 10.02 eV
Relative energy (zero: lowest compared OMol25 entry of this formula, charge and spin): 37.2 kcal/mol
HOMO level: -9.60 eV



Record 8
Computed, not measured: C4H7N3 in the gas phase at a distorted geometry, with wB97M-V/def2-TZVPD.

The geometry in XYZ format:
```
14
C4H7N3 (wB97M-V/def2-TZVPD)
C 0.814 1.279 0.063
C -0.809 -0.456 0.071
C 2.907 0.156 -0.473
C -2.344 -0.619 -0.203
N 1.818 0.501 -0.032
N -0.510 0.825 -0.184
N 3.575 -0.803 0.110
H 0.755 2.070 0.738
H -2.596 -1.550 -0.650
H -2.836 -0.603 0.823
H -2.527 0.306 -0.785
H -1.185 1.672 -0.427
H 3.228 -1.331 0.949
H 4.486 -0.847 -0.096
```

Values from the calculation:
2S+1: 3
Gap between HOMO and LUMO (alpha / beta): 6.82 / 6.48 eV
Relative energy (zero: lowest compared OMol25 entry of this formula, charge and spin): 61.6 kcal/mol
HOMO level (alpha / beta): -5.60 / -7.97 eV



Record 9
Computed, not measured: a molecular structure, C4H7N3 at a distorted geometry, with wB97M-V/def2-TZVPD.

The geometry in XYZ format:
```
14
C4H7N3 (wB97M-V/def2-TZVPD)
C 0.706 0.953 0.407
C -0.376 -0.445 -0.627
C -0.229 -1.458 -1.419
C -1.757 1.410 0.359
N 1.829 0.574 0.450
N 2.836 -0.117 0.537
N -0.580 0.672 0.042
H -0.027 -1.542 -2.581
H 0.070 -2.464 -1.030
H 2.803 -1.019 1.079
H -2.465 1.606 -0.565
H -1.448 2.395 0.831
H -2.403 0.839 1.070
H 3.826 0.227 0.526
```

Values from the calculation:
Total charge: +2
2S+1: 1
Gap between HOMO and LUMO: 9.14 eV
Relative energy (zero: lowest compared OMol25 entry of this formula, charge and spin): 98.6 kcal/mol
HOMO level: -19.96 eV



Record 10
Computed, not measured: a molecular structure, C4H7N3O at a distorted geometry, with wB97M-V/def2-TZVPD.

The geometry in XYZ format:
```
15
C4H7N3O (wB97M-V/def2-TZVPD)
C 1.174 -1.204 -0.013
N -0.858 -0.129 1.842
N 0.446 0.541 1.595
C -1.860 0.675 -0.332
C -0.570 0.535 -0.654
C 0.288 -0.059 0.365
N -0.119 0.940 -1.934
O -3.017 0.750 -0.259
H -1.482 0.658 2.046
H 1.165 0.092 2.158
H -0.057 0.211 -2.630
H 0.702 1.528 -1.926
H 0.767 -2.105 0.456
H 1.230 -1.364 -1.088
H 2.189 -1.068 0.374
```

Values from the calculation:
2S+1: 1
Gap between HOMO and LUMO: 9.16 eV
Relative energy (zero: lowest compared OMol25 entry of this formula, charge and spin): 111.1 kcal/mol
HOMO level: -8.48 eV



Record 11
Computed, not measured: C4H7N3O in the gas phase at a distorted geometry, with wB97M-V/def2-TZVPD.

The geometry in XYZ format:
```
15
C4H7N3O (wB97M-V/def2-TZVPD)
C 0.359 -0.685 2.185
C -0.658 -0.366 -1.250
C -0.140 0.461 -0.038
C 0.853 -0.317 0.823
N 0.503 0.686 -1.682
N -1.545 -0.975 -1.830
N -0.853 1.366 0.555
O 1.946 -0.599 0.385
H 0.545 1.691 -1.791
H 1.369 0.243 -1.975
H -1.530 -1.054 -2.842
H -1.491 1.856 -0.068
H -0.061 0.199 2.664
H -0.461 -1.399 2.083
H 1.164 -1.108 2.780
```

Values from the calculation:
2S+1: 1
Gap between HOMO and LUMO: 8.95 eV
Relative energy (zero: lowest compared OMol25 entry of this formula, charge and spin): 99.5 kcal/mol
HOMO level: -8.31 eV



Record 12
Computed, not measured: C4H7N3O in the gas phase at a distorted geometry, with wB97M-V/def2-TZVPD.

The geometry in XYZ format:
```
15
C4H7N3O (wB97M-V/def2-TZVPD)
C -1.530 1.112 0.225
C -0.413 0.051 0.265
C -0.548 -1.364 -0.265
C 0.806 0.677 -0.377
O 0.992 1.791 -0.758
N 2.093 -0.545 -0.643
N 3.399 -0.143 -0.110
N 2.691 -0.857 0.599
H -1.690 1.639 -0.712
H -1.504 1.769 1.018
H -2.448 0.758 0.543
H -0.113 0.091 1.361
H 0.198 -1.912 0.158
H -0.469 -1.328 -1.331
H -1.463 -1.738 0.027
```

Values from the calculation:
2S+1: 1
Gap between HOMO and LUMO: 9.30 eV
Relative energy (zero: lowest compared OMol25 entry of this formula, charge and spin): 129.2 kcal/mol
HOMO level: -9.11 eV



Record 13
Computed, not measured: C4H7N3O in the gas phase at a distorted geometry, with wB97M-V/def2-TZVPD.

The geometry in XYZ format:
```
15
C4H7N3O (wB97M-V/def2-TZVPD)
H -0.465 -1.418 2.446
N -0.502 -0.713 1.715
C -0.374 -1.303 0.608
C -0.201 -2.838 0.545
N -0.315 -0.624 -0.698
C 0.054 0.591 -0.783
N -0.168 1.362 -1.855
C 0.714 1.303 0.255
O 0.819 2.523 0.167
H -1.197 -3.221 0.087
H -0.101 -3.344 1.513
H 0.642 -3.133 -0.150
H -0.798 1.082 -2.534
H -0.084 2.366 -1.734
H 1.187 0.797 1.148
```

Values from the calculation:
2S+1: 1
Gap between HOMO and LUMO: 9.16 eV
Relative energy (zero: lowest compared OMol25 entry of this formula, charge and spin): 36.1 kcal/mol
HOMO level: -9.37 eV



Record 14
Computed, not measured: C4H7N3O in the gas phase at a distorted geometry, with wB97M-V/def2-TZVPD.

The geometry in XYZ format:
```
15
C4H7N3O (wB97M-V/def2-TZVPD)
N -2.536 -0.477 -0.229
C -1.067 -0.383 -0.378
C -0.758 0.817 0.270
N 0.287 1.677 -0.176
C 1.413 0.987 -0.139
N 1.281 -0.319 0.428
O 1.999 -1.275 -0.258
C -0.190 -0.531 0.686
H -3.016 -1.487 -0.156
H -3.260 0.347 -0.213
H -0.867 -0.298 -1.468
H -1.739 1.082 0.941
H 2.214 1.668 -0.448
H 1.616 -1.453 -0.989
H -0.539 -1.159 1.607
```

Values from the calculation:
2S+1: 1
Gap between HOMO and LUMO: 9.77 eV
Relative energy (zero: lowest compared OMol25 entry of this formula, charge and spin): 160.0 kcal/mol
HOMO level: -8.93 eV



Record 15
Computed, not measured: C4H7N3O in the gas phase at a distorted geometry, with wB97M-V/def2-TZVPD.

The geometry in XYZ format:
```
15
C4H7N3O (wB97M-V/def2-TZVPD)
N 2.941 0.426 -0.161
N 1.623 -0.029 -0.122
C 0.730 0.189 0.853
C -0.504 -0.685 0.747
C -0.999 -1.284 -0.527
N -2.013 -0.283 0.403
C -2.044 0.913 -0.253
O -1.416 1.867 0.061
H 3.144 0.433 -1.237
H 2.761 1.379 0.169
H 0.990 0.583 1.817
H -0.579 -1.234 1.701
H -1.360 -2.331 -0.795
H -0.526 -0.690 -1.439
H -2.747 0.746 -1.215
```

Values from the calculation:
2S+1: 1
Gap between HOMO and LUMO: 10.18 eV
Relative energy (zero: lowest compared OMol25 entry of this formula, charge and spin): 116.1 kcal/mol
HOMO level: -9.19 eV



Record 16
Computed, not measured: 2 unconnected molecules or ions with the total composition C4H7N3O at a distorted geometry, with wB97M-V/def2-TZVPD.

The geometry in XYZ format:
```
15
C4H7N3O (wB97M-V/def2-TZVPD)
C 1.005 0.223 -0.933
C 1.244 0.535 0.287
C -0.086 0.140 0.967
C -0.740 -0.467 0.081
H 2.835 -0.768 -1.458
H 1.384 -0.605 -2.575
H 2.112 1.246 0.647
H -0.064 1.170 2.532
H -1.680 0.638 2.176
H -2.246 -1.607 -0.296
H -2.804 -0.037 -0.420
N 1.939 0.248 -2.062
N -0.665 0.376 2.177
N -2.124 -0.569 0.181
O -0.109 -0.524 -1.303
```

Values from the calculation:
2S+1: 1
Gap between HOMO and LUMO: 8.32 eV
Relative energy (zero: lowest compared OMol25 entry of this formula, charge and spin): 138.9 kcal/mol
HOMO level: -8.03 eV